Entry 1:
11
Properties=species:S:1:pos:R:3:nbo_charge:R:1 method="wB97M-V/def2-TZVPD" smiles="O=C1C=CC1(O)O" molar_mass_g_mol=100.07 e_above_lowest_kj_mol=341.4 max_force_ev_per_a=5.4 lumo_ev=-0.1 energy_ev=-10351.674 orbital_gap_ev=9.75 e_homo_ev=-9.814
O -2.145 -0.437 -0.469 -0.481
C -1.229 0.147 -0.007 0.536
C -0.726 1.527 0.066 -0.228
C 0.576 1.110 0.233 -0.130
C 0.236 -0.386 0.310 0.419
O 0.489 -1.038 -1.270 -0.845
O 0.617 -1.399 1.163 -0.668
H -1.073 2.429 -0.168 0.216
H 1.477 1.614 0.391 0.219
H 0.252 -1.995 -1.351 0.474
H 1.526 -1.573 1.101 0.488



Entry 2:
8
Properties=species:S:1:pos:R:3:nbo_charge:R:1 method="wB97M-V/def2-TZVPD" molar_mass_g_mol=65.07 e_above_lowest_kj_mol=576.4 max_force_ev_per_a=4.8 lumo_ev=-2.3 energy_ev=-5678.533 orbital_gap_ev=8.18 e_homo_ev=-10.517
C -3.252 0.356 -0.236 0.259
C 1.024 0.586 0.524 -0.205
C -0.109 0.514 -0.076 0.316
C 0.792 -0.632 -0.335 -0.380
N -2.097 0.099 -0.025 -0.621
H 1.566 1.314 1.056 0.245
H 1.481 -0.708 -1.113 0.194
H 0.596 -1.530 0.204 0.192



Entry 3:
11
Properties=species:S:1:pos:R:3:nbo_charge:R:1 method="wB97M-V/def2-TZVPD" molar_mass_g_mol=207.96 e_above_lowest_kj_mol=464.0 max_force_ev_per_a=4.3 lumo_ev="-0.3 / -3.9" energy_ev=-105119.470 orbital_gap_ev="10.94 / 2.99" e_homo_ev="-11.246 / -6.889"
C -0.015 0.723 0.868 -0.596
C 0.230 0.024 -0.492 -0.837
Si -0.454 -1.815 -0.617 1.086
Cl -1.619 -2.443 -2.116 -0.357
Cl -1.059 -2.808 1.052 -0.374
Br 2.462 3.078 -0.414 -0.047
H 0.438 1.707 0.906 0.207
H -1.206 0.849 1.072 0.203
H 0.287 0.170 1.687 0.212
H 1.382 0.092 -0.710 0.267
H -0.446 0.423 -1.236 0.236